{"formula": "C29H22F4N7NaO6Se", "method": "ωB97M-V with the def2-TZVPD basis set", "multiplicity": 1, "lumo_ev": 3.866, "e_tot_ha": -4916.48288, "largest_force_ev_per_a": 2.2, "total_charge": -2, "symbols": ["Na", "N", "C", "C", "C", "C", "C", "C", "C", "C", "C", "C", "C", "C", "N", "C", "C", "C", "C", "N", "H", "H", "H", "H", "H", "H", "H", "H", "H", "H", "F", "C", "F", "F", "C", "O", "O", "C", "N", "C", "C", "N", "C", "C", "Se", "H", "H", "H", "H", "H", "H", "H", "H", "F", "C", "C", "N", "C", "C", "O", "O", "C", "O", "N", "C", "O", "H", "H", "H", "H"], "coordinates": [[-0.407, -0.336, -0.579], [7.475, 7.041, -0.135], [6.624, 6.268, -0.100], [5.585, 5.316, -0.069], [5.311, 4.595, 1.098], [4.301, 3.654, 1.115], [3.526, 3.418, -0.022], [3.796, 4.151, -1.180], [4.812, 5.082, -1.210], [2.454, 2.395, -0.047], [2.899, 1.078, -0.140], [4.277, 0.682, -0.194], [4.283, -0.684, -0.223], [2.917, -1.066, -0.198], [2.101, -0.039, -0.162], [1.150, 2.891, -0.009], [0.830, 4.268, 0.218], [-0.534, 4.355, 0.170], [-0.990, 3.038, -0.093], [-0.005, 2.172, -0.187], [5.904, 4.783, 1.983], [4.096, 3.096, 2.019], [3.191, 3.976, -2.059], [5.022, 5.637, -2.114], [5.128, 1.341, -0.213], [5.138, -1.339, -0.256], [2.547, -2.074, -0.203], [1.532, 5.058, 0.420], [-1.146, 5.232, 0.296], [-2.015, 2.738, -0.228], [-5.062, -0.789, -0.890], [-4.334, 0.329, -1.107], [-4.804, 1.229, -0.206], [-4.721, 0.791, -2.310], [-2.760, 0.099, -0.963], [-2.127, 0.252, -1.991], [-2.427, -0.182, 0.182], [-2.730, 1.804, 2.932], [-2.826, 0.378, 3.016], [-3.880, -0.389, 2.608], [-3.469, -1.675, 2.597], [-2.163, -1.692, 2.999], [-1.258, -2.794, 2.868], [-1.774, -0.428, 3.244], [-0.223, 0.070, 4.034], [-3.726, 2.231, 2.842], [-2.139, 2.076, 2.053], [-2.225, 2.182, 3.822], [-4.822, 0.044, 2.352], [-3.989, -2.575, 2.348], [-1.808, -3.729, 2.973], [-0.498, -2.712, 3.644], [-0.780, -2.735, 1.884], [-2.335, -7.147, 1.661], [-1.256, -7.064, 0.840], [-0.571, -5.900, 0.765], [0.544, -5.746, 0.019], [1.110, -4.436, -0.121], [0.023, -3.506, -0.913], [-0.371, -3.986, -1.961], [-0.274, -2.474, -0.313], [1.002, -6.773, -0.776], [2.011, -6.726, -1.441], [0.244, -7.929, -0.711], [-0.880, -8.213, 0.059], [-1.404, -9.312, 0.024], [-0.902, -5.035, 1.316], [2.015, -4.503, -0.720], [1.301, -4.002, 0.858], [0.551, -8.675, -1.324]]}

{"formula": "C29H23BrIrN3O2S2Te", "method": "ωB97M-V with the def2-TZVPD basis set", "multiplicity": 1, "lumo_ev": -7.840, "e_tot_ha": -5175.85961, "relative_energy_ev": 2.014, "largest_force_ev_per_a": 0.8, "total_charge": 2, "symbols": ["Ir", "S", "C", "N", "C", "C", "C", "C", "C", "C", "S", "H", "H", "H", "H", "C", "O", "C", "C", "C", "Br", "C", "C", "C", "O", "C", "N", "C", "C", "C", "C", "C", "C", "N", "H", "H", "H", "H", "H", "H", "H", "H", "H", "H", "H", "C", "Te", "C", "C", "C", "C", "C", "C", "C", "H", "H", "H", "H", "H", "H", "H", "H"], "coordinates": [[1.395, 1.233, -0.362], [3.386, 2.488, -0.100], [2.406, 3.081, 1.206], [1.178, 2.599, 1.082], [0.353, 2.925, 2.170], [-1.004, 2.666, 2.338], [-1.624, 3.135, 3.480], [-0.918, 3.875, 4.432], [0.416, 4.182, 4.252], [1.044, 3.696, 3.112], [2.705, 3.969, 2.613], [-1.599, 2.182, 1.577], [-2.679, 2.942, 3.624], [-1.430, 4.238, 5.312], [0.950, 4.788, 4.972], [2.106, 0.159, -3.331], [1.186, 0.112, -2.208], [-0.102, -0.368, -2.465], [-0.502, -0.913, -3.669], [-1.843, -1.260, -3.824], [-2.398, -1.991, -5.459], [-2.768, -1.055, -2.812], [-2.348, -0.541, -1.590], [-1.009, -0.230, -1.436], [-0.511, 0.308, -0.247], [-3.297, -0.174, -0.523], [-4.347, 0.553, -0.716], [-4.887, 0.759, 0.553], [-6.031, 1.466, 0.924], [-6.353, 1.494, 2.264], [-5.565, 0.835, 3.224], [-4.423, 0.140, 2.875], [-4.102, 0.129, 1.521], [-3.036, -0.436, 0.818], [2.395, -0.854, -3.605], [2.964, 0.730, -2.994], [1.632, 0.673, -4.164], [0.184, -1.060, -4.489], [-3.815, -1.279, -2.961], [-1.237, 0.620, 0.326], [-6.641, 1.957, 0.179], [-7.239, 2.022, 2.588], [-5.867, 0.866, 4.262], [-3.825, -0.375, 3.616], [-2.493, -1.219, 1.151], [2.085, -2.425, -0.361], [2.754, -0.664, 0.636], [4.460, -0.792, -0.628], [4.512, -2.254, -1.003], [5.692, -2.817, -1.478], [5.726, -4.157, -1.825], [4.589, -4.944, -1.686], [3.415, -4.392, -1.203], [3.370, -3.042, -0.867], [1.390, -2.149, -1.156], [1.564, -3.048, 0.363], [5.322, -0.455, -0.055], [4.323, -0.123, -1.475], [6.584, -2.210, -1.569], [6.646, -4.594, -2.190], [4.622, -5.994, -1.942], [2.535, -5.011, -1.081]]}

{"formula": "C29H23Cl5F3N2O7S2Sc", "method": "ωB97M-V with the def2-TZVPD basis set", "multiplicity": 2, "lumo_ev": [1.463, 1.394], "e_tot_ha": -5912.27285, "relative_energy_ev": 18.703, "s2": 0.80, "largest_force_ev_per_a": 4.3, "total_charge": -1, "symbols": ["Sc", "C", "C", "C", "C", "C", "C", "C", "C", "C", "C", "H", "H", "H", "H", "H", "H", "H", "H", "H", "H", "H", "H", "H", "H", "Cl", "C", "C", "C", "Cl", "C", "Cl", "C", "Cl", "C", "Cl", "F", "C", "F", "F", "S", "O", "O", "O", "O", "N", "C", "C", "C", "C", "C", "H", "H", "H", "H", "H", "O", "C", "N", "S", "O", "O", "C", "C", "C", "C", "C", "C", "H", "H", "H", "H"], "coordinates": [[0.246, -0.870, 0.397], [4.233, 3.176, -0.910], [4.243, 1.700, -0.499], [3.843, 0.817, -1.682], [3.353, 1.498, 0.709], [1.963, 1.541, 0.574], [1.109, 1.502, 1.676], [1.667, 1.367, 2.952], [0.758, 1.257, 4.144], [3.044, 1.296, 3.090], [3.880, 1.373, 1.984], [4.927, 3.353, -1.735], [4.513, 3.822, -0.076], [3.234, 3.468, -1.242], [5.262, 1.438, -0.199], [2.876, 1.117, -2.095], [3.777, -0.233, -1.392], [4.575, 0.903, -2.487], [1.592, 1.688, -0.425], [0.026, 1.618, 1.604], [1.256, 1.584, 5.057], [0.450, 0.216, 4.274], [-0.150, 1.844, 4.000], [3.471, 1.177, 4.079], [4.956, 1.334, 2.117], [1.274, -2.137, -1.846], [1.212, -1.325, -3.331], [0.439, -0.082, -3.531], [-0.268, 0.541, -2.620], [-1.116, 0.541, -1.219], [0.608, 0.202, -4.968], [-0.038, 1.560, -5.765], [1.376, -0.753, -5.518], [1.868, -0.856, -7.151], [1.750, -1.734, -4.488], [2.704, -3.119, -4.770], [4.347, -3.730, 1.644], [3.674, -2.586, 1.795], [4.251, -1.883, 2.770], [3.792, -1.885, 0.654], [1.897, -2.923, 2.159], [1.480, -3.750, 1.060], [1.900, -3.402, 3.501], [1.367, -1.528, 2.034], [-3.811, -0.678, -1.698], [-2.398, -0.553, -1.134], [-4.400, 0.267, -2.396], [-4.325, 1.617, -2.450], [-3.664, 2.716, -1.846], [-2.531, 2.882, -1.088], [-1.528, 2.010, -0.691], [-5.117, -0.198, -3.076], [-5.057, 1.966, -3.177], [-4.220, 3.633, -2.024], [-2.432, 3.880, -0.670], [0.297, 0.595, -0.564], [-2.701, 1.210, 2.064], [-2.616, 0.011, 1.948], [-1.424, -0.703, 2.016], [-1.701, -2.286, 1.804], [-1.129, -2.557, 0.470], [-1.273, -3.157, 2.854], [-3.451, -2.217, 1.676], [-4.374, -3.231, 1.519], [-5.705, -2.852, 1.420], [-6.075, -1.508, 1.475], [-5.128, -0.510, 1.649], [-3.803, -0.889, 1.757], [-4.072, -4.268, 1.468], [-6.468, -3.610, 1.298], [-7.120, -1.244, 1.379], [-5.393, 0.538, 1.693]]}